No. 1
{"formula": "C4H5KMgO3", "method": "ωB97M-V with the def2-TZVPD basis set", "s_squared": 0.75, "spin_multiplicity": 2, "charge": 1, "homo_ha": [-0.36375, -0.44101], "lumo_energy_ev": [-3.4, -3.7], "total_energy_ha": -1180.88155, "gap_ev": [6.47, 8.34], "elements": ["Mg", "O", "C", "H", "H", "H", "C", "C", "O", "C", "O", "K", "H", "H"], "xyz": [[2.505, -1.115, -0.274], [0.169, -1.199, -0.527], [-0.736, -2.291, -0.791], [-1.203, -2.621, 0.142], [-1.504, -1.940, -1.487], [-0.119, -3.078, -1.230], [0.788, 2.540, 0.242], [0.667, 1.210, 0.274], [1.507, 0.289, 0.778], [-0.270, -0.174, 0.187], [-1.446, 0.019, 0.438], [-2.055, 2.268, 1.835], [-0.047, 3.128, -0.146], [1.743, 2.963, 0.561]], "lowdin_spin": [0.68, 0.12, 0.01, 0.00, 0.00, 0.01, 0.00, 0.01, 0.14, 0.01, 0.00, 0.01, 0.00, 0.00]}

***

No. 2
{"formula": "C25H28MgN6O4S", "method": "ωB97M-V with the def2-TZVPD basis set", "charge": 2, "homo_ha": -0.54006, "lumo_energy_ev": -6.7, "total_energy_ha": -2196.69894, "gap_ev": 8.03, "elements": ["Mg", "C", "C", "C", "C", "C", "C", "N", "C", "C", "C", "C", "C", "N", "C", "C", "C", "C", "C", "C", "N", "H", "H", "H", "H", "H", "H", "H", "H", "H", "H", "H", "H", "H", "H", "H", "C", "C", "S", "O", "O", "C", "C", "N", "C", "N", "C", "C", "N", "O", "O", "C", "H", "H", "H", "H", "H", "H", "H", "H", "H", "H", "H", "H", "H"], "xyz": [[1.740, 1.081, -1.023], [5.088, 0.526, -1.105], [4.607, 1.426, 0.074], [5.493, 1.828, 1.105], [5.067, 2.704, 2.130], [3.733, 3.134, 2.062], [2.844, 2.632, 1.129], [3.310, 1.840, 0.106], [1.379, 2.962, 1.238], [0.739, 3.772, 2.197], [-0.651, 3.863, 2.124], [-1.415, 3.232, 1.143], [-0.685, 2.494, 0.156], [0.683, 2.383, 0.257], [-1.204, 1.794, -0.989], [-2.574, 1.833, -1.315], [-2.931, 1.661, -2.682], [-2.043, 1.086, -3.567], [-0.754, 0.866, -3.110], [0.188, 0.157, -4.027], [-0.339, 1.168, -1.857], [5.464, -0.480, -0.821], [5.916, 1.212, -1.548], [4.260, 0.452, -1.816], [6.479, 1.451, 1.023], [5.623, 2.944, 3.028], [3.336, 3.682, 2.924], [1.318, 4.223, 2.999], [-1.163, 4.560, 2.754], [-2.471, 3.409, 0.988], [-3.338, 2.002, -0.543], [-3.928, 1.956, -3.029], [-2.284, 0.711, -4.565], [1.153, -0.085, -3.533], [0.307, 0.845, -4.930], [-0.282, -0.770, -4.375], [-5.635, -1.518, 0.766], [-4.469, -2.254, 0.016], [-3.170, -2.681, 1.155], [-2.711, -1.446, 1.727], [-3.587, -3.774, 2.019], [-1.932, -3.498, 0.016], [-0.610, -3.769, 0.723], [0.196, -2.518, 0.728], [0.926, -1.975, -0.359], [1.520, -0.816, -0.030], [1.131, -0.547, 1.263], [0.459, -1.648, 1.766], [0.083, -1.927, 3.042], [-0.330, -3.079, 3.324], [0.197, -0.999, 3.845], [1.276, -2.751, -1.560], [-6.024, -0.749, 0.050], [-5.252, -0.942, 1.606], [-6.418, -2.176, 1.194], [-3.897, -1.626, -0.672], [-4.852, -3.176, -0.475], [-1.805, -2.959, -0.973], [-2.406, -4.479, -0.150], [-0.078, -4.609, 0.342], [-0.766, -3.992, 1.781], [1.461, 0.233, 1.873], [1.619, -3.834, -1.368], [2.066, -2.250, -2.109], [0.346, -2.795, -2.144]], "lowdin_charge": [0.86, 0.00, -0.26, 0.03, 0.03, 0.01, -0.18, 0.05, -0.19, 0.05, 0.00, 0.06, -0.15, 0.06, -0.20, 0.04, 0.01, -0.01, -0.32, -0.02, 0.09, 0.11, 0.13, 0.05, 0.11, 0.13, 0.12, 0.12, 0.12, 0.12, 0.13, 0.13, 0.14, 0.07, 0.13, 0.10, -0.09, -0.29, 0.65, -0.31, -0.29, -0.18, -0.12, 0.10, -0.28, 0.05, -0.01, -0.17, -0.29, 0.09, 0.13, 0.01, 0.09, 0.06, 0.10, 0.08, 0.12, 0.11, 0.12, 0.13, 0.11, 0.11, 0.14, 0.08, 0.09]}

***

No. 3
{"formula": "C20H28N2ReSi", "method": "ωB97M-V with the def2-TZVPD basis set", "s_squared": 3.77, "spin_multiplicity": 4, "charge": 2, "homo_ha": [-0.49602, -0.49551], "de_lowest_kcal_mol": 88.35, "lumo_energy_ev": [-6.2, -9.2], "total_energy_ha": -1255.39979, "gap_ev": [7.26, 4.31], "elements": ["C", "C", "C", "H", "C", "C", "H", "H", "H", "H", "Re", "C", "H", "H", "H", "Si", "C", "C", "H", "C", "H", "C", "H", "C", "H", "C", "H", "C", "C", "H", "C", "H", "C", "H", "C", "H", "C", "H", "H", "H", "N", "C", "C", "N", "H", "H", "H", "H", "H", "H", "H", "H"], "xyz": [[2.862, -0.202, 0.366], [2.106, -0.859, -0.661], [2.511, -0.313, -1.940], [1.527, -1.767, -0.523], [3.490, 0.714, -1.729], [3.734, 0.776, -0.302], [4.437, 1.434, 0.182], [2.914, -0.487, 1.416], [2.099, -0.616, -2.903], [3.910, 1.376, -2.477], [1.758, 1.274, -0.784], [0.022, 1.161, -1.646], [-0.037, 1.553, -2.706], [-0.631, 1.944, -1.210], [-0.599, 0.286, -1.662], [-1.311, -1.727, 0.848], [-2.426, -0.755, 1.991], [-2.399, -1.437, 3.235], [-1.677, -2.243, 3.456], [-3.412, -1.169, 4.157], [-3.532, -1.786, 5.032], [-4.368, -0.161, 3.923], [-5.199, 0.000, 4.641], [-4.221, 0.657, 2.792], [-4.890, 1.510, 2.683], [-3.224, 0.411, 1.834], [-3.125, 1.108, 1.013], [-1.354, -2.362, -0.899], [-2.033, -3.573, -0.650], [-2.755, -3.639, 0.171], [-1.701, -4.723, -1.370], [-2.109, -5.691, -1.048], [-0.838, -4.610, -2.482], [-0.530, -5.492, -3.037], [-0.350, -3.351, -2.902], [0.281, -3.229, -3.813], [-0.660, -2.207, -2.130], [-0.384, -1.213, -2.503], [-0.216, -0.799, 0.776], [-0.600, -2.797, 1.352], [1.624, 2.441, 1.036], [2.190, 3.830, 0.807], [2.300, 4.218, -0.662], [1.562, 3.316, -1.536], [0.703, 2.506, 1.431], [2.146, 1.996, 1.795], [1.521, 4.512, 1.327], [3.163, 3.859, 1.298], [1.819, 5.183, -0.847], [3.345, 4.277, -0.991], [1.955, 3.234, -2.476], [0.604, 3.632, -1.671]], "lowdin_spin": [0.02, 0.06, 0.07, 0.00, 0.04, 0.17, 0.02, 0.00, 0.01, 0.01, 2.13, 0.17, 0.04, 0.05, 0.02, 0.02, 0.00, 0.00, 0.00, 0.00, 0.00, 0.00, 0.00, 0.00, 0.00, 0.00, 0.00, 0.00, 0.00, 0.00, 0.00, 0.00, 0.00, 0.00, 0.00, 0.00, 0.00, 0.00, 0.01, 0.00, 0.07, 0.02, 0.01, 0.04, 0.01, 0.00, 0.00, 0.00, 0.00, 0.00, 0.01, 0.01]}

***

No. 4
{"formula": "C4H3Br2NO2S", "method": "ωB97M-V with the def2-TZVPD basis set", "charge": 0, "homo_ha": -0.33776, "de_lowest_kcal_mol": 63.74, "lumo_energy_ev": -1.6, "total_energy_ha": -5905.46436, "gap_ev": 7.59, "elements": ["C", "C", "C", "C", "N", "O", "O", "S", "Br", "Br", "H", "H", "H"], "xyz": [[-0.917, -0.819, 1.064], [1.670, 0.429, -0.400], [1.374, -0.549, -1.216], [-1.920, -0.665, 0.236], [-0.060, -0.918, 1.896], [0.447, 2.022, 1.319], [0.838, 2.864, -0.960], [0.610, 1.756, -0.081], [-2.140, 1.053, -0.623], [-3.346, -1.907, 0.138], [0.889, -1.244, 1.776], [0.427, -0.732, -1.714], [2.127, -1.291, -1.436]], "lowdin_charge": [-0.39, -0.21, -0.09, -1.14, 0.22, -0.34, -0.32, 0.59, 0.76, 0.69, 0.10, 0.06, 0.06]}